ORCA calculation (the ωB97M-V functional and the def2-TZVPD basis) on a cluster of 9 separate species, BrH16O8 in total.

Last column: Löwdin charge in e.
Geometry (Å):
Br: -0.00353 0.21074 -0.29704  -0.72
O: 1.04597 3.11759 2.89299  -0.07
O: -2.74229 3.17464 -2.21790  -0.07
O: -2.11072 -4.12856 -0.86235  -0.06
O: 3.64191 1.38325 -2.57232  -0.07
O: 0.28820 -1.17302 4.22123  -0.07
O: -2.74893 2.63416 2.16268  -0.07
O: 3.13068 -3.47974 0.84530  -0.06
O: -0.80032 -1.44782 -4.60670  -0.07
H: -2.28745 2.51214 -1.69784  0.00
H: 1.24302 -1.11218 4.19229  0.02
H: 3.98966 -3.25353 0.48861  0.02
H: 2.82676 0.93331 -2.35027  0.01
H: -1.99970 -3.17881 -0.81876  0.02
H: 1.50881 2.64778 3.58675  0.02
H: -2.25202 2.50090 2.96988  0.02
H: -0.65005 -1.17090 -3.70283  0.01
H: -2.89195 -4.30319 -0.33755  0.02
H: 0.00853 -0.98605 3.32510  0.02
H: 2.55640 -2.77068 0.55602  0.02
H: 4.10094 0.77586 -3.15249  0.02
H: -1.75143 -1.52869 -4.67795  0.02
H: -2.20416 2.24511 1.47850  -0.01
H: -2.77682 3.94395 -1.64939  0.02
H: 0.87849 2.45374 2.22404  0.00

Cartesian forces (eV/Å) of the 6 atoms listed first:
Br -0.060 0.045 0.111
O -0.059 0.333 0.215
O -0.246 0.127 -0.295
O -0.003 -0.299 -0.158
O 0.305 0.215 -0.047
O -0.102 -0.011 0.386

Summary:
Charge = -1
HOMO energy = -5.243 eV
ΔE to the lowest compared entry with this formula, charge and spin = 28.7 kcal/mol
Electronic energy = -3185.6297 a.u.
LUMO energy = 2.877 eV

=====

ORCA calculation (the ωB97M-V functional and the def2-TZVPD basis) on a cluster of 2 separate species, C22H28BF3INO5PS3 in total.

Last column: Löwdin charge in e.
Geometry (Å):
I: -3.32180 -1.16924 2.07243  0.91
S: 5.46859 -0.01476 -0.03339  0.31
S: -1.78327 1.22557 -0.97227  1.07
S: -2.40017 -4.76343 -2.85113  0.82
P: 4.53908 1.35411 -1.00854  0.19
F: 2.74481 1.99629 3.13219  0.10
F: 3.41814 3.30248 4.71924  0.10
F: 2.98781 4.10426 2.75525  0.08
O: 4.90554 2.83988 -0.51925  -0.19
O: 0.76048 3.02171 5.39894  -0.12
O: 4.93985 1.40335 -2.56611  -0.19
O: 0.25053 3.15838 3.11410  -0.16
O: 2.54502 0.19162 -4.46238  0.15
N: -0.07307 -0.16287 -2.95426  0.07
C: -0.01660 1.25404 -0.95802  -0.42
C: -1.12730 -0.96625 -2.41435  -0.26
C: 0.43361 1.65885 5.50930  -0.30
C: 2.54485 3.20710 3.68609  -0.54
C: -2.25383 -3.07950 -2.30835  -0.54
C: -1.25065 -2.27569 -2.83417  -0.05
C: 2.74610 1.27011 -1.01472  -0.25
C: -6.28068 0.16847 0.69472  -0.12
C: 0.67037 1.95028 0.03032  -0.03
C: 1.61607 0.69924 5.60676  -0.09
C: -5.46436 -0.83939 -0.11062  -0.32
C: -3.14013 -2.60088 -1.34425  -0.25
C: -3.03229 -1.26361 -0.92608  -0.26
C: 3.52240 -1.58672 -2.89346  -0.14
C: 2.52434 -2.74969 -2.63383  -0.09
C: 0.65853 0.56829 -1.96034  -0.22
C: -4.15439 -3.54318 -0.74978  -0.08
C: 2.05399 1.94025 -0.00985  -0.05
C: 1.06462 3.52691 4.05401  -0.53
C: -3.96093 -0.63576 0.08239  -0.70
C: -2.01159 -0.46228 -1.46781  -0.38
C: 2.04954 0.56420 -2.00978  -0.04
B: 2.72207 -0.26437 -3.17952  -0.50
H: 2.95896 -3.46466 -1.93439  0.07
H: -6.21096 -0.05008 1.76131  0.05
H: -0.42703 0.45739 -3.67587  0.14
H: -0.55813 -2.66696 -3.57018  0.10
H: 1.11734 4.62084 4.27988  0.14
H: 1.60940 -2.38238 -2.16333  0.06
H: 2.38849 1.11037 6.25882  0.07
H: 2.06234 0.49575 4.63592  0.06
H: 0.15739 2.47200 0.83725  0.10
H: -5.74443 -1.83475 0.23239  0.08
H: -0.24480 1.36491 4.70102  0.11
H: 2.56497 2.46574 0.79047  0.09
H: 4.15628 -1.47668 -2.01451  0.04
H: -5.91386 1.18451 0.53520  0.08
H: 2.82174 -0.48762 -5.08670  0.10
H: -5.69436 -0.76863 -1.17735  0.12
H: 4.28420 1.89054 -3.08625  0.08
H: -0.13295 1.58548 6.44470  0.10
H: -7.33422 0.13113 0.41566  0.07
H: 2.27021 -3.27680 -3.55389  0.07
H: -3.79160 0.43764 0.05992  0.01
H: 1.27962 -0.25706 6.01780  0.06
H: 4.13873 -1.81971 -3.76833  0.10
H: -1.68024 -4.61443 -3.96571  -0.13
H: 4.25037 3.21964 0.08128  0.06
H: -4.28908 -3.32308 0.30980  0.03
H: -3.80695 -4.57462 -0.79981  0.04
H: -5.12667 -3.46630 -1.23856  0.09

Cartesian forces (eV/Å) of the 6 atoms listed first:
I 0.017 0.017 0.083
S -0.045 0.077 -0.204
S -0.039 0.056 0.069
S -0.148 -0.133 -0.015
P 0.397 -0.225 0.465
F 0.047 -0.038 -0.101

Summary:
Charge = -1
HOMO energy = -4.296 eV
Electronic energy = -3444.3708 a.u.
LUMO energy = 1.819 eV

=====

ORCA calculation (the ωB97M-V functional and the def2-TZVPD basis) on a structure of composition C15H22FN3S.

Last column: Löwdin charge in e.
Geometry (Å):
S: -1.36356 -2.88039 3.64568  0.96
F: 4.60578 -2.90364 2.12138  -0.09
N: 0.06264 -3.33888 2.93956  -0.27
N: -0.36559 -1.10804 -2.34233  0.08
N: -2.07163 -2.03143 2.39148  -0.25
C: 0.11988 -2.85754 1.64283  -0.26
C: 1.08539 -2.45624 -0.72242  0.05
C: -0.69809 2.25634 -2.10274  -0.22
C: -1.23188 -1.49627 -0.02478  -0.10
C: -2.05764 0.91593 -0.21810  -0.18
C: 0.92984 4.69453 0.54697  -0.14
C: 3.19141 -2.88597 2.21499  -0.18
C: -2.09666 1.79238 -1.53547  -0.21
C: -1.16955 -2.08089 1.35715  -0.28
C: -0.18860 3.62067 0.13958  -0.25
C: 2.50427 -3.80638 1.09295  -0.12
C: 0.36777 2.70646 -1.02990  -0.23
C: -0.18381 -1.67738 -1.03917  -0.22
C: -2.49757 -0.62614 -0.43795  -0.13
C: 1.21501 -3.01296 0.63058  -0.16
H: -3.38506 -0.90727 0.19059  0.11
H: -2.84010 1.33387 0.49020  0.11
H: 1.96289 4.24382 0.58117  0.07
H: -1.08654 0.91889 0.33904  0.09
H: -1.12177 4.19118 -0.10892  0.11
H: -2.70822 -0.83303 -1.52112  0.08
H: 0.92910 5.57800 -0.15452  0.07
H: -2.56324 1.13754 -2.34084  0.10
H: -0.22837 1.48462 -2.77737  0.08
H: 1.90323 -2.57507 -1.47755  0.11
H: 1.15437 3.31118 -1.58191  0.11
H: 3.16647 -3.87182 0.17993  0.11
H: -1.23496 -1.40066 -2.78868  0.09
H: 0.44577 -1.23863 -2.94557  0.09
H: -0.89594 3.15385 -2.77396  0.11
H: -0.29254 2.95953 1.05194  0.10
H: -2.81682 2.66366 -1.43764  0.11
H: 2.79006 -1.83670 2.09133  0.12
H: 2.81884 -3.28082 3.20802  0.11
H: 2.20359 -4.80714 1.49861  0.11
H: 0.91073 1.83176 -0.57414  0.11
H: 0.73111 5.11909 1.58107  0.07

Cartesian forces (eV/Å) of the 6 atoms listed first:
S 1.019 0.387 -2.461
F -1.436 -0.023 0.200
N -0.290 0.809 -1.574
N 0.391 -0.682 0.983
N 2.321 -0.699 -1.034
C -2.046 0.748 0.882

Summary:
HOMO energy = -8.053 eV
ΔE to the lowest compared entry with this formula, charge and spin = 84.2 kcal/mol
Electronic energy = -1246.9892 a.u.
LUMO energy = -0.825 eV